No. 1
DFT (wB97M-V/def2-TZVPD) results for one molecule with the formula C6H14N2.

The geometry in XYZ format:
```
22
Properties=species:S:1:pos:R:3:forces:R:3
C 1.851484 2.471444 1.462186 -0.395 0.479 0.398
N 2.203376 1.573125 0.391611 -0.110 -0.198 -0.212
C 1.133361 0.889181 -0.187401 -0.454 -0.139 -0.452
C 1.104087 -0.388421 -0.555700 0.253 -0.284 0.577
C -0.060701 -1.094071 -1.211736 0.237 0.615 -0.124
C -1.438987 -0.788957 -0.615109 -0.328 -0.624 -0.149
C -1.479708 -1.051504 0.889667 -0.405 0.421 -0.194
N -2.506886 -1.546714 -1.293454 -0.042 0.180 0.306
H 2.740449 3.010964 1.792975 -0.093 -0.139 0.149
H 1.339614 1.980928 2.307189 0.373 -0.015 0.016
H 1.138756 3.225623 1.119368 0.103 -0.014 -0.248
H 2.954664 0.952205 0.660389 -0.029 -0.047 -0.095
H 0.250749 1.493718 -0.404104 0.238 0.227 0.184
H 1.966917 -0.986209 -0.278177 0.074 -0.150 -0.155
H -0.093049 -0.786554 -2.254308 -0.054 -0.116 -0.350
H 0.099431 -2.174607 -1.220211 0.013 0.003 0.166
H -1.691898 0.250256 -0.818125 0.077 0.212 0.187
H -2.509955 -1.114363 1.228274 -0.181 -0.090 -0.092
H -1.047579 -0.207141 1.422411 0.358 -0.223 0.127
H -0.982411 -1.984920 1.145329 0.185 0.002 0.088
H -2.296567 -2.534724 -1.358006 0.085 -0.004 -0.030
H -2.675153 -1.189250 -2.223075 0.095 -0.094 -0.097
```
Forces are in eV/Å.

Calculated values
lowest unoccupied orbital energy: 1.12 eV
SMILES string: CN/C=C/C[C@H](C)N
multiplicity: 1
HOMO energy: -7.93 eV
E: -9428.484 eV
HOMO-LUMO gap: 9.0 eV

No. 2
DFT (wB97M-V/def2-TZVPD) results for C37H43F3N4O5SScSe as an isolated structure.

The geometry in XYZ format:
```
95
Properties=species:S:1:pos:R:3:forces:R:3
Sc -0.094125 0.166439 0.514319 0.558 0.165 0.453
C 2.384662 -1.497186 2.750902 0.007 -0.021 -0.002
C 2.953165 -1.123206 1.389192 0.065 0.037 0.011
N 2.406501 0.156220 0.924983 -0.103 -0.077 -0.138
C 3.007167 1.330039 1.571376 -0.012 0.085 -0.027
C 2.391874 1.785176 2.900019 0.003 -0.017 -0.042
S 0.593785 1.577473 3.037973 0.003 -0.001 -0.075
C 0.474913 0.359186 4.385709 0.028 0.041 0.031
C 0.287888 -1.106826 3.979498 -0.006 -0.044 0.014
N 0.939888 -1.418045 2.727271 -0.060 0.029 -0.012
H 2.755375 -0.804280 3.508142 0.007 0.016 0.000
H 2.765333 -2.487982 3.036677 -0.020 -0.004 0.001
H 2.678375 -1.885694 0.662924 -0.032 -0.019 -0.011
H 4.049908 -1.086806 1.453662 -0.009 0.013 -0.015
H 2.580029 0.257331 -0.072231 0.070 0.008 -0.003
H 2.895494 2.146614 0.865216 -0.006 -0.069 0.051
H 4.081211 1.163212 1.733111 0.012 0.003 0.005
H 2.599636 2.851323 3.008042 -0.016 0.000 -0.012
H 2.844255 1.281534 3.752194 -0.013 -0.015 0.033
H -0.367002 0.667586 5.005189 -0.020 0.008 -0.037
H 1.369158 0.499129 4.994484 0.013 0.017 -0.006
H -0.771323 -1.303482 3.845063 -0.005 0.004 -0.009
H 0.646926 -1.731880 4.812838 0.005 0.005 -0.009
H 0.522560 -2.224490 2.284453 -0.001 -0.019 -0.013
O -7.131545 0.888212 -0.874116 0.013 -0.017 -0.021
C -6.259450 1.412073 -1.585765 0.021 0.065 0.062
O -6.341305 2.033059 -2.663139 0.002 -0.046 -0.006
C -4.807897 1.265238 -1.046995 -0.054 -0.005 -0.058
C -3.744416 1.833506 -1.734369 0.018 0.005 -0.020
C -2.450341 1.626638 -1.299479 -0.023 -0.011 0.014
N -2.166010 0.899460 -0.212861 -0.150 0.036 -0.182
C -3.199609 0.411705 0.494974 0.054 -0.057 0.011
C -4.517613 0.558321 0.113870 -0.021 -0.012 0.008
C -2.775004 -0.297496 1.756834 -0.102 -0.067 -0.056
O -3.570870 -0.785922 2.530874 0.018 0.031 -0.004
O -1.481288 -0.303028 1.901895 -0.057 -0.104 0.067
H -3.964134 2.422724 -2.614974 0.004 -0.007 -0.012
H -1.598255 2.062291 -1.803137 0.023 -0.002 -0.026
H -5.317321 0.127967 0.699918 0.011 0.001 0.015
O 0.231332 0.088611 -1.688048 -0.118 0.248 -0.093
C -0.102854 -0.391269 -2.785980 0.121 -0.164 0.000
C -0.443845 0.480923 -3.969104 -0.003 0.016 0.033
C -1.909216 0.330790 -4.462057 0.038 0.010 -0.030
C -2.680852 -0.851853 -3.880491 -0.032 -0.011 0.073
C -2.157733 -2.219446 -4.314026 0.002 -0.028 -0.027
C -0.636288 -2.342158 -4.176555 -0.033 -0.003 0.022
N -0.127499 -1.710780 -2.971296 -0.053 0.042 -0.025
H 0.250455 0.217411 -4.770932 0.025 0.017 0.007
H -0.226878 1.506975 -3.679158 0.005 0.000 0.023
H -1.911727 0.271363 -5.553981 0.002 -0.024 0.008
H -2.451674 1.237524 -4.206062 -0.024 0.049 0.022
H -3.732178 -0.758376 -4.157484 0.006 -0.003 -0.012
H -2.669896 -0.785180 -2.787767 0.014 0.001 -0.025
H -2.416223 -2.410235 -5.359838 -0.009 0.002 0.003
H -2.648893 -2.994286 -3.721001 0.015 0.003 0.013
H -0.142507 -1.893949 -5.040814 -0.004 0.023 -0.004
H -0.329609 -3.387498 -4.152221 -0.008 -0.004 0.000
H 0.015111 -2.253561 -2.121314 -0.003 -0.031 -0.019
C 1.857554 7.174885 3.583124 -0.002 0.003 0.006
C 1.584823 6.108193 2.555832 0.015 -0.022 -0.033
C 0.340053 5.506685 2.454122 -0.018 -0.026 0.014
C 0.065185 4.523543 1.505303 -0.088 -0.027 0.048
C -1.330723 3.974954 1.402980 -0.015 -0.002 0.021
C 1.080613 4.098906 0.638667 0.120 -0.105 -0.056
Se 0.791026 2.656413 -0.601356 -0.030 0.200 -0.003
C 2.326743 4.752668 0.678166 0.007 0.000 0.001
C 3.400429 4.477722 -0.342334 0.019 -0.005 -0.023
C 2.560658 5.728996 1.640924 -0.035 0.009 0.015
H 1.096109 7.170800 4.363438 0.002 0.000 -0.002
H 1.861165 8.169090 3.129304 0.001 0.000 0.001
H 2.829557 7.030271 4.058397 0.001 -0.001 -0.003
H -0.451343 5.806121 3.134549 0.002 0.003 -0.005
H -1.966121 4.383252 2.189470 -0.001 0.012 -0.005
H -1.355588 2.886735 1.471276 0.014 0.049 0.011
H -1.766880 4.228379 0.433295 0.009 -0.018 0.000
H 3.711417 3.432372 -0.367637 -0.015 0.035 0.002
H 4.277080 5.097763 -0.147642 -0.006 0.003 -0.003
H 3.030812 4.698374 -1.345956 0.002 -0.001 -0.001
H 3.531706 6.215724 1.666403 0.000 0.004 0.005
F 1.424016 -8.928946 -2.816168 -0.006 -0.001 0.007
C 1.057106 -8.782846 -1.523933 0.009 -0.031 -0.007
F -0.044616 -9.529887 -1.344581 0.007 0.005 0.001
F 2.040466 -9.351941 -0.792635 -0.011 0.007 -0.003
C 0.850354 -7.345452 -1.161824 -0.014 0.027 0.001
C -0.374675 -6.885722 -0.702115 0.003 -0.014 -0.001
C -0.534384 -5.547819 -0.381496 0.011 0.025 0.007
C 0.527729 -4.649229 -0.518100 0.022 -0.055 0.009
C 1.759510 -5.132569 -0.979277 -0.013 0.011 -0.005
C 1.918768 -6.466531 -1.299060 0.008 -0.002 0.020
C 0.358595 -3.261780 -0.204399 -0.059 0.029 0.051
C 0.190195 -2.072903 0.033728 -0.103 -0.214 0.011
H -1.203822 -7.570818 -0.592518 0.002 0.000 -0.004
H -1.485325 -5.182614 -0.017576 0.000 0.003 -0.011
H 2.587492 -4.443531 -1.082454 -0.002 0.000 -0.011
H 2.874700 -6.830399 -1.654325 -0.002 0.000 -0.005
```
Forces are in eV/Å.

Calculated values
lowest unoccupied orbital energy: 1.83 eV
net charge: -1
multiplicity: 1
HOMO energy: -5.04 eV
E: -160307.264 eV
HOMO-LUMO gap: 6.9 eV

No. 3
DFT (wB97M-V/def2-TZVPD) results for an isolated ion of composition C4H9N2S and charge +1.

The geometry in XYZ format:
```
16
Properties=species:S:1:pos:R:3:forces:R:3
C -2.101057 -1.683653 0.395886 -0.953 0.363 -0.470
N -1.273548 -0.787884 0.129360 0.848 -1.565 1.593
C -1.124185 0.425745 -0.483086 -1.397 0.727 -0.703
C 0.432255 0.349151 -1.043016 -1.263 0.966 -0.170
N 1.438508 -0.045874 -0.037389 -1.313 1.616 -0.604
C 2.017720 1.000110 0.893233 -1.334 2.417 -1.194
S 1.501639 -1.574296 0.263788 -0.362 -0.134 0.297
H -1.722547 -2.516853 0.930170 0.183 -0.927 0.467
H -3.174843 -1.737586 0.147303 0.295 0.525 -0.104
H -1.443417 1.263703 0.284183 1.080 -1.346 -1.769
H -1.801726 0.445691 -1.462677 1.580 0.583 1.788
H 0.270099 -0.409054 -1.822708 0.834 0.104 0.474
H 0.546532 1.324658 -1.503247 0.882 0.087 0.126
H 2.181441 2.020135 0.329070 -0.245 -2.253 0.721
H 1.302757 1.283531 1.721847 0.615 -0.843 -0.843
H 2.950372 0.642473 1.257281 0.552 -0.321 0.390
```
Forces are in eV/Å.

Calculated values
lowest unoccupied orbital energy (spin up / spin down): -6.58 / -6.58 eV
SMILES string: C=NCC[N+](C)=S
net charge: +1
multiplicity: 1
HOMO energy (spin up / spin down): -13.46 / -13.46 eV
E: -18098.916 eV
HOMO-LUMO gap (spin up / spin down): 6.9 / 6.9 eV

Looking at F_max for the records above, in order, we have 0.737 0.737 3.008 eV Å⁻¹.
Looking at molecular weight for the records above, in order, we have 114.192 836.751 117.197 g mol⁻¹.